A 7-piece molecular cluster, C29H76N4O9 overall in a non-equilibrium geometry, computed with ωB97M-V/def2-TZVPD.

The energy relative to the best compared isomer or geometry (same formula, charge and spin) comes out at 24.78 kcal per mole. For the gap between HOMO and LUMO, the calculation gives 9.205 eV. The LUMO energy is 0.406 eV.

Each line ends with the Löwdin charge.
Atoms and positions in Å:
C1 4.006 1.730 -4.697  -0.115
O1 3.469 1.048 -5.804  -0.176
C2 2.072 1.019 -6.013  -0.203
C3 1.308 2.335 -5.791  -0.450
C4 -0.225 2.236 -5.875  -0.044
N1 1.803 3.349 -6.681  0.037
H1 5.078 1.558 -4.591  0.094
H2 3.577 1.523 -3.716  0.068
H3 3.904 2.804 -4.855  0.080
H4 1.861 0.600 -6.997  0.124
H5 1.698 0.194 -5.408  0.113
H6 1.669 2.655 -4.814  0.103
H7 -0.553 1.955 -6.876  0.080
H8 -0.679 3.122 -5.430  0.078
H9 -0.540 1.433 -5.209  0.067
H10 2.782 3.255 -6.910  0.067
H11 1.357 3.469 -7.579  0.071
C5 -1.348 1.028 -0.669  -0.083
O2 -0.219 1.727 -0.203  -0.207
C6 0.467 2.450 -1.161  -0.239
C7 1.724 3.128 -0.621  -0.404
C8 2.675 3.648 -1.722  -0.028
N2 2.436 2.229 0.297  0.083
H12 -1.947 1.710 -1.273  0.087
H13 -1.813 0.790 0.288  0.081
H14 -1.078 0.243 -1.374  0.074
H15 0.785 1.865 -2.024  0.116
H16 -0.178 3.156 -1.685  0.124
H17 1.343 3.959 -0.027  0.127
H18 3.165 4.496 -1.243  0.062
H19 2.043 4.029 -2.525  0.079
H20 3.352 2.860 -2.053  0.069
H21 2.641 1.340 -0.136  0.050
H22 1.756 1.950 0.990  0.034
C9 0.130 -4.431 -5.334  -0.081
O3 1.259 -4.270 -4.482  -0.193
C10 1.370 -5.236 -3.451  -0.235
C11 0.676 -4.827 -2.195  -0.219
N3 0.744 -3.393 -1.884  -0.061
C12 2.109 -3.008 -1.439  -0.145
C13 1.912 -1.489 -0.987  -0.156
O4 3.118 -0.801 -0.695  -0.208
C14 3.897 -0.969 0.401  -0.152
H23 -0.012 -3.654 -6.084  0.089
H24 -0.703 -4.624 -4.658  0.084
H25 0.322 -5.257 -6.018  0.085
H26 2.438 -5.244 -3.233  0.118
H27 1.313 -6.304 -3.658  0.131
H28 1.083 -5.402 -1.363  0.126
H29 -0.388 -5.053 -2.266  0.089
H30 0.602 -3.075 -2.832  0.100
H31 2.771 -2.966 -2.304  0.114
H32 2.582 -3.726 -0.769  0.119
H33 1.122 -1.440 -0.238  0.114
H34 1.542 -1.004 -1.890  0.119
H35 3.326 -0.986 1.330  0.095
H36 4.791 -0.350 0.467  0.095
H37 4.408 -1.930 0.346  0.079
C15 -6.096 -4.618 6.841  -0.178
O5 -5.375 -3.577 6.297  -0.158
C16 -6.317 -2.864 5.432  -0.210
C17 -5.528 -2.035 4.514  -0.217
N4 -4.925 -0.819 5.117  -0.032
C18 -4.437 0.057 4.108  -0.205
C19 -3.407 -0.607 3.176  -0.233
O6 -2.254 -1.091 3.820  -0.192
C20 -1.404 -1.663 2.892  -0.134
H38 -6.851 -4.535 7.622  0.090
H39 -5.405 -5.339 7.278  0.085
H40 -6.514 -5.197 6.018  0.079
H41 -6.974 -2.255 6.054  0.133
H42 -6.851 -3.595 4.826  0.116
H43 -6.296 -1.736 3.800  0.128
H44 -4.759 -2.635 4.027  0.120
H45 -4.205 -1.110 5.762  0.117
H46 -4.060 0.998 4.506  0.117
H47 -5.187 0.381 3.386  0.118
H48 -3.035 0.121 2.455  0.106
H49 -3.731 -1.476 2.605  0.110
H50 -0.429 -1.746 3.371  0.097
H51 -1.289 -1.231 1.897  0.070
H52 -1.615 -2.713 2.692  0.088
C21 -3.092 -2.288 -2.398  -0.049
C22 -2.778 -2.770 -0.977  -0.477
C23 -2.640 -4.297 -0.774  -0.037
O7 -1.588 -2.209 -0.482  -0.085
H53 -4.092 -2.536 -2.757  0.077
H54 -2.530 -2.859 -3.137  0.063
H55 -2.985 -1.208 -2.297  0.074
H56 -3.687 -2.429 -0.481  0.125
H57 -2.581 -4.828 -1.725  0.064
H58 -3.380 -4.730 -0.100  0.076
H59 -1.670 -4.472 -0.311  0.068
H60 -0.878 -2.764 -0.813  0.028
C24 0.416 3.164 5.319  -0.059
C25 -0.607 2.554 4.320  -0.428
C26 -0.046 2.461 2.837  -0.027
O8 -0.906 1.250 4.875  -0.068
H61 0.628 4.180 4.987  0.070
H62 1.334 2.577 5.327  0.078
H63 -0.106 3.214 6.275  0.075
H64 -1.533 3.102 4.497  0.123
H65 0.065 3.409 2.309  0.075
H66 -0.734 1.881 2.222  0.051
H67 0.937 1.991 2.833  0.072
H68 -1.419 0.842 4.173  0.033
C27 3.522 6.069 2.020  -0.070
C28 4.837 5.418 1.726  -0.490
C29 4.840 4.080 2.537  -0.059
O9 4.874 5.066 0.387  -0.054
H69 3.416 6.458 3.033  0.083
H70 2.707 5.350 1.936  0.062
H71 3.254 6.795 1.252  0.082
H72 5.720 6.004 1.984  0.138
H73 3.889 3.574 2.367  0.052
H74 5.003 4.146 3.612  0.074
H75 5.605 3.370 2.222  0.075
H76 4.347 4.266 0.326  0.046


C27H23AuO3P as an isolated structure, computed with ωB97M-V/def2-TZVPD.

Its net charge is +1. For the gap between HOMO and LUMO, the calculation gives 7.826 eV. The LUMO energy is -3.162 eV.

Each line ends with the Löwdin charge.
Atoms and positions in Å:
Au1 -0.799 -0.045 0.999  1.199
C1 -0.823 -3.011 -5.269  -0.052
O1 -2.029 -3.377 -4.607  -0.044
C2 -2.231 -2.935 -3.363  -0.268
C3 -3.450 -3.346 -2.771  0.010
C4 -3.739 -2.940 -1.514  -0.012
C5 -2.872 -2.106 -0.740  -0.093
C6 -3.276 -1.702 0.561  -0.333
C7 -4.533 -2.188 1.229  0.016
O2 -2.644 -0.900 1.320  -0.156
C8 -1.632 -1.715 -1.352  -0.310
O3 -0.693 -1.001 -0.794  -0.231
C9 -1.351 -2.139 -2.665  0.051
H1 -0.870 -3.475 -6.249  0.098
H2 0.047 -3.386 -4.726  0.100
H3 -0.755 -1.927 -5.378  0.099
H4 -4.122 -3.971 -3.341  0.127
H5 -4.677 -3.262 -1.090  0.104
H6 -5.178 -2.813 0.628  0.068
H7 -5.090 -1.316 1.569  0.102
H8 -4.232 -2.744 2.119  0.106
H9 -0.408 -1.820 -3.083  0.113
C10 5.044 -1.247 1.224  -0.052
C11 3.896 -1.748 1.826  -0.058
C12 2.708 -1.045 1.738  -0.082
C13 2.676 0.167 1.046  -0.338
C14 3.826 0.671 0.441  -0.069
C15 5.010 -0.044 0.535  -0.057
P1 1.154 1.095 1.026  1.004
C16 1.162 2.330 -0.266  -0.356
C17 0.952 3.671 0.043  -0.065
C18 0.911 4.608 -0.979  -0.058
C19 1.072 4.205 -2.297  -0.054
C20 1.272 2.865 -2.605  -0.058
C21 1.317 1.922 -1.593  -0.087
C22 0.606 1.737 2.597  -0.385
C23 1.081 2.536 3.626  -0.056
C24 0.255 2.693 4.728  -0.059
C25 -0.988 2.060 4.788  -0.051
C26 -1.448 1.244 3.761  -0.072
C27 -0.630 1.092 2.654  -0.309
H10 5.971 -1.801 1.293  0.115
H11 3.927 -2.689 2.359  0.114
H12 1.809 -1.435 2.200  0.103
H13 3.799 1.610 -0.095  0.110
H14 5.907 0.341 0.068  0.114
H15 0.818 3.983 1.071  0.105
H16 0.752 5.651 -0.744  0.114
H17 1.037 4.940 -3.091  0.114
H18 1.390 2.555 -3.635  0.113
H19 1.458 0.874 -1.830  0.113
H20 2.053 3.012 3.580  0.119
H21 0.577 3.310 5.557  0.113
H22 -1.609 2.207 5.663  0.115
H23 -2.409 0.751 3.829  0.107